Record 1
The following is a DFT calculation (ωB97M-V with the def2-TZVPD basis set) of a structure of composition C36H29ErN9O2S7.

The geometry in ORCA input format:
```
! RIJCOSX wB97M-V def2-TZVPD def2/J DEFGRID3
* xyz 1 4
Er -0.925 -0.411 -0.209
C -2.342 0.104 3.738
C -3.026 -0.939 2.867
N -2.932 -0.799 1.541
C -3.786 -1.660 0.918
C -4.538 -2.454 1.823
S -4.235 -2.065 3.464
C -3.903 -1.649 -0.503
C -4.424 -2.604 -1.373
S -4.301 -2.087 -3.046
C -3.572 -0.606 -2.492
N -3.366 -0.564 -1.163
C -3.644 0.492 -3.493
H -1.256 -0.256 3.994
H -2.875 0.209 4.725
H -2.181 1.022 3.198
H -5.410 -3.073 1.499
H -4.854 -3.612 -1.105
H -4.724 0.751 -3.667
H -3.199 0.185 -4.406
H -3.134 1.434 -3.199
S -0.230 -1.530 -2.692
C -0.164 0.089 -3.087
N -0.580 1.089 -2.318
C -0.190 2.332 -2.899
C -0.706 3.600 -2.421
C -0.386 4.761 -3.209
C 0.378 4.664 -4.419
C 0.759 3.391 -4.890
C 0.476 2.224 -4.105
S 0.682 0.609 -4.578
H -1.332 3.555 -1.552
H -0.842 5.746 -3.017
H 0.555 5.520 -5.004
H 1.294 3.265 -5.876
N 1.961 3.036 0.566
C 3.068 2.899 -0.323
C 3.891 3.962 -0.656
C 5.055 3.769 -1.424
C 5.364 2.478 -1.866
C 4.569 1.408 -1.481
C 3.398 1.598 -0.767
S 2.526 0.200 -0.301
N 1.080 0.895 0.182
C 0.900 2.129 0.540
C -0.437 2.519 1.100
C -0.658 3.818 1.668
C -1.968 4.335 1.704
C -3.035 3.509 1.290
C -2.701 2.332 0.620
N -1.486 1.827 0.599
H 1.762 4.007 0.766
H 3.694 4.949 -0.234
H 5.604 4.629 -1.770
H 6.231 2.253 -2.454
H 4.713 0.405 -1.925
H 0.172 4.350 2.074
H -2.238 5.354 1.944
H -4.092 3.868 1.318
H -3.486 1.758 0.134
N 3.559 -7.375 0.858
C 2.741 -6.301 0.784
C 1.334 -6.474 0.414
C 0.453 -5.445 0.619
C 0.884 -4.148 0.969
C 2.282 -3.935 1.196
C 3.149 -5.014 1.130
S -0.445 -2.997 1.276
O -1.112 -2.696 -0.031
O -1.260 -3.485 2.322
N 0.344 -1.564 1.549
C 0.888 -1.330 2.774
S 0.916 -2.572 4.120
C 1.863 -1.486 5.048
C 2.112 -0.338 4.318
N 1.536 -0.223 3.112
H 3.205 -8.257 0.435
H 4.584 -7.208 0.731
H 0.916 -7.405 0.034
H -0.585 -5.520 0.329
H 2.644 -3.031 1.685
H 4.247 -4.926 1.320
H 2.154 -1.795 5.999
H 2.619 0.506 4.661
*
```

Results
- Expectation value of S²: 3.7521
- Gap between HOMO and LUMO (spin up / spin down): 6.443 / 6.447 eV
- LUMO (spin up / spin down): -3.267 / -3.265 eV



Record 2
The following is a DFT calculation (ωB97M-V with the def2-TZVPD basis set) of a cluster of 5 separate species, C36H29N2O12PS2 in total.

The geometry in ORCA input format:
```
! RIJCOSX wB97M-V def2-TZVPD def2/J DEFGRID3
* xyz 0 1
C -7.124 -0.650 -5.276
P -5.688 -0.940 -4.036
O -6.260 -0.504 -2.442
C -4.280 0.215 -4.643
C -2.853 -0.166 -4.830
C -2.038 -1.569 -4.589
C -2.619 -2.478 -3.326
C -2.673 -1.513 -2.002
S -3.335 -2.403 -0.447
C -3.438 -0.975 0.817
S -4.545 -0.909 2.105
N -2.442 0.178 0.579
C -2.771 1.427 -0.264
C -1.415 2.355 -0.292
N -0.457 1.568 0.575
C -1.019 0.268 1.106
C -2.255 1.275 -5.369
O -1.078 1.290 -6.049
O -3.161 2.400 -5.058
C -4.505 1.798 -5.008
O -5.607 2.531 -5.196
H -8.188 -0.804 -4.767
H -7.128 0.463 -5.679
H -7.021 -1.340 -6.244
H -7.226 -0.255 -2.547
H -0.920 -1.274 -4.293
H -1.925 -2.231 -5.569
H -3.619 -3.028 -3.585
H -1.806 -3.330 -3.160
H -1.597 -1.126 -1.686
H -3.381 -0.565 -2.119
H -3.818 1.608 -0.808
H -1.314 3.364 -0.876
H -0.537 -0.573 1.786
C 4.370 -0.861 2.493
C 3.073 -1.124 2.313
C 2.041 -0.514 3.175
O 0.853 -0.756 3.013
C 2.498 0.398 4.242
C 3.796 0.662 4.422
C 4.828 0.052 3.560
O 6.016 0.294 3.722
H 5.140 -1.300 1.870
H 2.721 -1.791 1.535
H 1.729 0.838 4.865
H 4.148 1.328 5.200
C -7.168 3.559 5.570
C -7.376 2.244 5.693
C -6.500 1.264 5.021
O -6.690 0.061 5.132
C -5.385 1.793 4.210
C -5.177 3.107 4.087
C -6.054 4.087 4.759
O -5.863 5.291 4.648
H -7.802 4.291 6.055
H -8.189 1.841 6.285
H -4.751 1.060 3.725
H -4.365 3.511 3.495
C 6.951 2.184 1.328
C 7.695 3.294 1.357
C 8.019 4.031 0.120
O 8.701 5.046 0.145
C 7.486 3.496 -1.149
C 6.742 2.386 -1.178
C 6.419 1.649 0.059
O 5.736 0.634 0.034
H 6.705 1.630 2.227
H 8.092 3.699 2.280
H 7.732 4.049 -2.047
H 6.345 1.981 -2.101
C 5.490 -6.129 -1.082
C 4.325 -5.659 -0.626
C 4.210 -4.288 -0.090
O 3.145 -3.856 0.329
C 5.431 -3.457 -0.081
C 6.595 -3.928 -0.537
C 6.710 -5.299 -1.072
O 7.776 -5.730 -1.492
H 5.592 -7.133 -1.477
H 3.421 -6.255 -0.627
H 5.329 -2.454 0.314
H 7.500 -3.331 -0.536
*
```

Results
- Structure (SMILES): CP(O)C1=C(CCCSC(=S)n2ccnc2)C(=O)OC1=O.O=C1C=CC(=O)C=C1.O=C1C=CC(=O)C=C1.O=C1C=CC(=O)C=C1.O=C1C=CC(=O)C=C1
- Gap between HOMO and LUMO: 6.467 eV
- LUMO: -1.889 eV